# 1
Density functional theory data (ωB97M-V/def2-TZVPD) for a structure of composition C5H9NO in a non-equilibrium geometry.

Output
Gap between HOMO and LUMO ... 9.25 eV
Energy above the lowest of the compared OMol25 structures with the same formula, charge and spin ... 257.9 kcal per mole
Total energy ... -325.5266 a.u.

XYZ file:
```
16
Properties=species:S:1:pos:R:3:nbo_charge:R:1
C -0.727 2.071 0.050 -0.516
C -0.528 0.597 0.314 -0.261
C -1.180 -0.356 -0.504 0.035
C -1.664 -1.621 0.408 -0.635
C 1.617 -0.541 -0.377 0.540
H -0.673 2.982 1.606 0.192
H -1.908 2.234 -0.708 0.233
H 0.837 2.299 -0.815 0.221
H -0.339 0.445 1.414 0.239
H -1.603 -0.085 -1.324 0.197
H -2.720 -1.452 0.724 0.230
H -0.914 -1.272 1.212 0.221
H -1.495 -2.701 0.035 0.233
H 1.748 -1.485 -1.144 0.122
N 0.348 0.014 -0.690 -0.479
O 2.439 -0.245 0.561 -0.571
```

# 2
Density functional theory data (ωB97M-V/def2-TZVPD) for an isolated molecule of C5H9NO in a non-equilibrium geometry.

Output
Gap between HOMO and LUMO ... 10.45 eV
Energy above the lowest of the compared OMol25 structures with the same formula, charge and spin ... 53.6 kcal per mole
Total energy ... -325.8521 a.u.

XYZ file:
```
16
Properties=species:S:1:pos:R:3:nbo_charge:R:1
C -1.034 -0.125 -1.380 -0.598
C -0.165 -0.072 0.063 -0.130
C -1.135 0.525 1.088 -0.613
C 1.028 -0.922 0.851 -0.203
N 1.999 -0.014 0.220 -0.634
C 1.048 0.640 -0.521 0.668
O 1.137 1.301 -1.526 -0.596
H -1.095 0.895 -1.837 0.247
H -2.060 -0.417 -1.168 0.200
H -0.614 -0.707 -2.215 0.223
H -2.019 -0.124 1.187 0.214
H -1.465 1.491 0.708 0.221
H -0.739 0.656 2.103 0.212
H 1.059 -0.756 1.950 0.191
H 1.245 -1.985 0.701 0.200
H 2.878 -0.296 -0.192 0.397
```

# 3
Density functional theory data (ωB97M-V/def2-TZVPD) for an isolated molecule of C5H9NO in a non-equilibrium geometry.

Output
Gap between HOMO and LUMO ... 10.53 eV
Energy above the lowest of the compared OMol25 structures with the same formula, charge and spin ... 89.5 kcal per mole
Total energy ... -325.7950 a.u.

XYZ file:
```
16
Properties=species:S:1:pos:R:3:nbo_charge:R:1
H -2.617 -0.402 1.763 0.356
N -2.327 0.439 1.302 -0.763
C -1.165 0.481 0.755 0.593
C -0.819 1.917 0.602 -0.807
O -0.483 -0.616 0.413 -0.481
C 0.825 -0.491 -0.097 0.073
C 1.030 -0.682 -1.568 -0.446
C 1.424 -1.764 -0.592 -0.431
H -0.265 2.305 1.470 0.227
H -0.240 2.194 -0.320 0.220
H -2.016 1.949 1.008 0.354
H 1.440 0.227 0.441 0.201
H 0.139 -0.855 -2.165 0.229
H 1.809 -0.105 -2.060 0.221
H 0.790 -2.647 -0.549 0.232
H 2.477 -1.951 -0.402 0.221
```

# 4
Density functional theory data (ωB97M-V/def2-TZVPD) for a cluster of 2 separate species, C5H9NO in total in a non-equilibrium geometry.

Output
Gap between HOMO and LUMO (alpha / beta) ... 8.10 / 8.10 eV
Energy above the lowest of the compared OMol25 structures with the same formula, charge and spin ... 145.6 kcal per mole
Total energy ... -325.7055 a.u.

XYZ file:
```
16
Properties=species:S:1:pos:R:3:nbo_charge:R:1
C 1.508 0.996 0.002 0.088
C -0.626 0.338 0.728 -0.400
C -0.477 -1.017 1.368 -0.655
C -0.454 -0.663 -1.725 0.419
C 0.235 0.566 -1.184 -0.044
N 1.615 0.506 -1.250 -0.634
O -1.568 -0.661 -2.176 -0.506
H 1.276 2.027 0.292 0.154
H 1.987 0.411 0.781 0.189
H 0.180 -1.569 -1.687 0.131
H -0.274 1.503 -1.454 0.192
H -0.444 1.171 1.402 0.199
H -1.593 0.501 0.261 0.217
H -0.770 -1.822 0.697 0.217
H 0.543 -1.205 1.705 0.208
H -1.138 -1.080 2.239 0.225
```

# 5
Density functional theory data (ωB97M-V/def2-TZVPD) for a cluster of 2 separate species, C5H9NO in total in a non-equilibrium geometry.

Output
Gap between HOMO and LUMO ... 9.22 eV
Energy above the lowest of the compared OMol25 structures with the same formula, charge and spin ... 25.0 kcal per mole
Total energy ... -325.8977 a.u.

XYZ file:
```
16
Properties=species:S:1:pos:R:3:nbo_charge:R:1
C -0.775 0.479 1.773 -0.627
C 0.038 0.624 0.542 -0.116
C 1.215 -0.082 0.175 -0.287
C 1.411 0.067 -1.167 -0.077
N 0.451 0.944 -1.626 -0.512
C -0.396 1.245 -0.608 -0.083
H -1.401 1.355 1.949 0.218
H -1.448 -0.392 1.768 0.201
H -0.242 0.324 2.716 0.220
H 1.832 -0.754 0.764 0.226
H 2.221 -0.206 -1.819 0.213
H 0.405 1.416 -2.515 0.414
H -1.351 1.734 -0.686 0.209
O -0.491 -2.599 -0.528 -0.935
H -0.629 -1.804 -1.073 0.472
H -0.841 -2.350 0.334 0.465
```

# 6
Density functional theory data (ωB97M-V/def2-TZVPD) for a cluster of 2 separate species, C5H9NO in total.

Output
Gap between HOMO and LUMO ... 8.22 eV
Energy above the lowest of the compared OMol25 structures with the same formula, charge and spin ... 90.0 kcal per mole
Total energy ... -325.7942 a.u.

XYZ file:
```
16
Properties=species:S:1:pos:R:3:nbo_charge:R:1
C 1.852 0.839 -0.059 -0.275
O 0.735 0.296 -0.852 -0.417
C -0.200 -0.421 -0.381 0.801
C -1.406 -0.593 -1.229 -0.752
C -0.105 -1.120 0.926 -0.776
C -0.475 2.193 0.902 -0.139
N -1.492 1.618 0.766 -0.779
H 1.984 1.851 -0.439 0.244
H 1.620 0.920 1.002 0.242
H 2.709 0.203 -0.271 0.193
H -1.857 -1.583 -1.127 0.238
H -1.229 -0.335 -2.274 0.251
H -2.087 0.155 -0.785 0.347
H -0.598 -0.448 1.640 0.332
H 0.932 -1.286 1.226 0.242
H -0.646 -2.069 0.895 0.248
```